{
  "formula": "C2H3F2O2Si",
  "method": "ωB97M-V/def2-TZVPD",
  "lumo_energy_ha": 0.14764,
  "charge": -1,
  "homo_lumo_gap_ev": 9.403,
  "total_energy_ev": -19530.8708,
  "spin_multiplicity": 1,
  "species": ["Si", "F", "F", "O", "O", "C", "C", "H", "H", "H"],
  "coordinates": [[1.25, -0.07, 0.08], [-1.23, 0.58, 1.66], [2.94, -0.40, -0.24], [-2.56, -1.03, -1.02], [-1.41, 1.01, -0.76], [-0.84, 0.09, 0.37], [-1.82, -0.23, -0.51], [1.09, -1.15, 1.11], [0.92, -0.11, -1.33], [1.65, 1.32, 0.63]]
}



{
  "formula": "C2H3F2O3S",
  "method": "ωB97M-V/def2-TZVPD",
  "lumo_energy_ha": 0.14687,
  "charge": -1,
  "homo_lumo_gap_ev": 7.809,
  "total_energy_ev": -24535.5732,
  "spin_multiplicity": 1,
  "species": ["S", "F", "F", "O", "O", "O", "C", "C", "H", "H", "H"],
  "coordinates": [[-2.05, 0.62, 0.05], [0.53, -1.57, 1.14], [0.83, -1.91, -0.93], [-1.62, 1.42, -1.12], [-1.39, -0.99, -0.14], [-1.48, 1.18, 1.33], [0.39, -0.98, -0.02], [1.08, 0.33, -0.13], [2.15, 0.20, 0.35], [0.54, 1.06, 0.66], [1.02, 0.65, -1.20]]
}



{
  "formula": "C2H3F3O2",
  "method": "ωB97M-V/def2-TZVPD",
  "lumo_energy_ha": [0.02158, -0.20342],
  "s2": 2.01,
  "charge": 0,
  "homo_lumo_gap_ev": [5.928, 6.592],
  "total_energy_ev": -14361.6571,
  "spin_multiplicity": 3,
  "species": ["F", "F", "F", "O", "O", "C", "C", "H", "H", "H"],
  "coordinates": [[1.61, 1.28, -0.15], [-1.15, 1.41, -0.34], [1.66, -1.04, 0.16], [-1.10, -0.79, -0.72], [-0.63, -0.19, 1.37], [0.93, 0.21, -0.48], [-0.47, 0.12, 0.05], [-0.14, 0.32, 2.01], [0.92, 0.03, -1.65], [-1.63, -1.36, -0.26]]
}



{
  "formula": "C2H3F3O2",
  "method": "ωB97M-V/def2-TZVPD",
  "lumo_energy_ha": [0.02746, -0.19927],
  "s2": 2.01,
  "charge": 0,
  "homo_lumo_gap_ev": [9.069, 6.654],
  "total_energy_ev": -14364.2497,
  "spin_multiplicity": 3,
  "species": ["F", "F", "F", "O", "O", "C", "C", "H", "H", "H"],
  "coordinates": [[-0.27, -1.79, -0.24], [-2.04, 1.33, -0.91], [0.81, 0.00, -1.97], [1.32, -0.62, 0.78], [-0.80, 0.01, 1.08], [0.45, 0.45, -0.80], [0.13, -0.53, 0.24], [0.72, 1.49, -0.44], [-1.44, 0.56, 0.59], [1.13, -0.89, 1.68]]
}



{
  "formula": "C2H3F4NO2S",
  "method": "ωB97M-V/def2-TZVPD",
  "lumo_energy_ha": [-0.09628, -0.09625],
  "charge": 0,
  "homo_lumo_gap_ev": [6.183, 6.192],
  "total_energy_ev": -29405.1417,
  "spin_multiplicity": 1,
  "species": ["S", "F", "F", "F", "F", "O", "O", "N", "C", "C", "H", "H", "H"],
  "coordinates": [[-0.81, 0.70, -0.47], [-2.52, -1.45, -1.08], [-2.54, -0.62, 0.90], [1.62, 0.42, -1.75], [-0.86, -1.75, 0.18], [-0.37, 1.06, 0.85], [-3.61, 1.23, -1.32], [1.12, -0.62, -1.02], [-1.80, -0.85, -0.16], [1.90, -1.43, -0.47], [-3.16, 2.06, -1.53], [1.54, -2.07, 0.35], [2.97, -1.28, -0.67]]
}



{
  "formula": "C2H3FGdO",
  "method": "ωB97M-V/def2-TZVPD",
  "lumo_energy_ha": [-0.59574, -0.71352],
  "s2": 16.32,
  "charge": 3,
  "homo_lumo_gap_ev": [9.262, 4.618],
  "total_energy_ev": -27681.7664,
  "spin_multiplicity": 8,
  "species": ["Gd", "F", "O", "C", "C", "H", "H", "H"],
  "coordinates": [[3.51, -0.44, 0.28], [-2.17, 0.65, 0.23], [1.12, -0.36, 0.09], [-1.16, -0.11, -0.26], [0.17, 0.46, 0.09], [-0.80, -1.26, 0.05], [-0.82, -0.16, -1.37], [0.14, 1.21, 0.91]]
}



{
  "formula": "C2H3FIO2S",
  "method": "ωB97M-V/def2-TZVPD",
  "lumo_energy_ha": 0.10608,
  "charge": -1,
  "homo_lumo_gap_ev": 6.952,
  "total_energy_ev": -27871.6634,
  "spin_multiplicity": 1,
  "species": ["I", "S", "F", "O", "O", "C", "C", "H", "H", "H"],
  "coordinates": [[-1.88, 1.40, 1.23], [-0.93, -0.18, -1.55], [-0.81, -1.26, 1.06], [0.27, 0.57, -2.02], [-0.80, -1.63, -1.83], [0.93, 0.32, 0.71], [-0.52, -0.08, 0.39], [1.39, -0.77, 0.53], [1.16, 0.90, -0.25], [1.19, 0.73, 1.75]]
}



{
  "formula": "C2H3FMgO",
  "method": "ωB97M-V/def2-TZVPD",
  "lumo_energy_ha": -0.45166,
  "charge": 2,
  "homo_lumo_gap_ev": 9.700,
  "total_energy_ev": -12313.0700,
  "spin_multiplicity": 1,
  "species": ["Mg", "F", "O", "C", "C", "H", "H", "H"],
  "coordinates": [[-0.57, -0.86, -1.63], [0.90, 0.02, -0.49], [-1.49, -0.52, 0.12], [0.57, 0.33, 0.84], [-0.80, -0.21, 1.09], [1.31, -0.15, 1.50], [0.52, 1.44, 0.92], [-1.23, -0.11, 2.09]]
}



{
  "formula": "C2H3FN",
  "method": "ωB97M-V/def2-TZVPD",
  "lumo_energy_ha": [-0.16463, -0.31640],
  "s2": 2.00,
  "charge": 1,
  "homo_lumo_gap_ev": [6.289, 8.176],
  "total_energy_ev": -6313.0733,
  "spin_multiplicity": 3,
  "species": ["F", "N", "C", "C", "H", "H", "H"],
  "coordinates": [[-2.90, 0.05, 0.04], [0.99, 0.02, 0.03], [-1.64, 0.02, -0.04], [-0.45, 0.07, 0.12], [1.24, 1.00, 0.17], [1.36, -0.36, -0.82], [1.41, -0.80, 0.50]]
}



{
  "formula": "C2H3FN2O",
  "method": "ωB97M-V/def2-TZVPD",
  "lumo_energy_ha": 0.01829,
  "charge": 0,
  "homo_lumo_gap_ev": 10.186,
  "total_energy_ev": -9863.9104,
  "spin_multiplicity": 1,
  "species": ["F", "O", "N", "N", "C", "C", "H", "H", "H"],
  "coordinates": [[-2.58, 0.74, 0.07], [-1.14, -0.84, 0.53], [1.72, -0.37, -0.16], [1.56, 1.14, -0.32], [-1.57, -0.13, -0.27], [1.08, 0.57, 0.66], [-1.44, -0.12, -1.34], [0.47, 0.55, 1.52], [0.90, -0.85, -0.68]]
}



{
  "formula": "C2H3FNP",
  "method": "ωB97M-V/def2-TZVPD",
  "lumo_energy_ha": [0.00989, 0.00990],
  "charge": 0,
  "homo_lumo_gap_ev": [6.639, 6.640],
  "total_energy_ev": -15615.6376,
  "spin_multiplicity": 1,
  "species": ["P", "F", "N", "C", "C", "H", "H", "H"],
  "coordinates": [[-2.18, 0.17, -0.55], [-2.70, -0.84, 0.60], [1.27, -1.32, -0.49], [-0.21, 0.62, 0.12], [0.45, -0.53, -0.14], [-0.29, 1.05, 1.03], [1.52, -2.11, -1.03], [-0.04, 1.36, -0.73]]
}



{
  "formula": "C2H3FNP",
  "method": "ωB97M-V/def2-TZVPD",
  "lumo_energy_ha": -0.00634,
  "charge": 0,
  "homo_lumo_gap_ev": 8.940,
  "total_energy_ev": -15617.4095,
  "spin_multiplicity": 1,
  "species": ["P", "F", "N", "C", "C", "H", "H", "H"],
  "coordinates": [[0.10, 1.56, -1.31], [0.00, 2.82, -0.01], [-1.69, -0.34, 0.14], [0.78, 0.25, -0.14], [-0.67, 0.23, -0.25], [1.19, 0.63, 0.79], [1.34, -0.58, -0.56], [-2.58, -0.01, -0.21]]
}